Entry 1:
This record from OMol25 describes a molecular structure, C35H24BrF5N7O4STi in a non-equilibrium geometry. The level of theory is wB97M-V/def2-TZVPD.

Calculated values
ΔE to the lowest compared entry with this formula, charge and spin   48.52 kcal per mole
HOMO   -10.27 eV
Total charge   +1

Atoms and positions in Å:
Br1 1.3930 2.8099 6.1711
Ti1 -0.7451 -0.5056 0.2621
S1 -2.3723 0.9686 1.3928
F1 -3.8856 -0.4962 -1.1212
F2 -5.3286 -0.9647 -3.4631
F3 -1.4064 -0.2500 -5.9746
F4 -4.0725 -0.7846 -5.8560
F5 0.0101 0.1396 -3.6083
O1 -1.2748 0.0343 -1.2685
O2 0.5926 1.2840 0.3841
O3 0.6679 -1.3691 -0.1621
O4 0.0669 -0.4897 2.2563
N1 1.5200 -5.3106 0.5532
N2 0.6981 4.1662 -0.1824
N3 -1.2409 -2.8092 -1.7250
N4 -1.8057 2.9224 -0.5248
N5 0.0706 -3.7101 0.9933
N6 2.1847 5.0123 1.2720
N7 -2.0453 -2.0624 0.3243
C1 2.6915 7.5482 -1.3487
C2 1.2190 5.3060 -0.7580
C3 2.3421 -2.9806 0.3663
C4 0.4917 0.7596 2.6987
C5 -4.0962 -2.9196 1.2157
C6 -1.9499 -0.1111 -2.3751
C7 1.7583 7.0414 -2.2601
C8 0.3404 -5.9232 0.8516
C9 1.9514 -1.6949 -0.0685
C10 -1.3184 -0.0578 -3.6248
C11 -4.2969 -3.6774 0.0586
C12 1.3084 4.0688 1.0561
C13 -2.0703 2.1064 0.2539
C14 -2.9709 -2.1356 1.3012
C15 2.9344 -0.7805 -0.4563
C16 1.0796 3.0195 2.0348
C17 0.1183 -1.5417 3.2218
C18 4.6582 -2.3524 0.1055
C19 -3.3353 -3.6585 -0.9202
C20 2.9113 6.9499 -0.1296
C21 0.6828 1.0899 4.0300
C22 1.0044 5.9191 -1.9833
C23 1.1011 2.3788 4.3513
C24 -3.3914 -0.5528 -4.7380
C25 0.7163 1.7144 1.6974
C26 -4.0419 -0.6322 -3.5053
C27 1.3220 -3.9701 0.6527
C28 4.2733 -1.1061 -0.3690
C29 -2.0255 -0.2714 -4.8001
C30 3.7004 -3.2796 0.4639
C31 -0.5414 -4.9187 1.1293
C32 1.2887 3.3364 3.3797
C33 -2.1931 -2.8505 -0.7603
C34 -3.3238 -0.3947 -2.3447
C35 2.1684 5.8093 0.1650
H1 4.0083 -4.2466 0.8333
H2 1.5978 4.3409 3.6189
H3 0.8385 2.0264 -0.2065
H4 -0.0506 -2.4676 2.6608
H5 -0.2161 3.7832 -0.4395
H6 0.5093 0.3867 4.8266
H7 3.6228 7.3354 0.5815
H8 -3.4388 -4.2490 -1.8169
H9 -1.5705 -4.9870 1.4235
H10 2.3722 -5.7763 0.2859
H11 1.6305 7.5441 -3.2067
H12 3.2509 8.4306 -1.6164
H13 -5.1786 -4.2877 -0.0544
H14 -0.6557 -1.4093 3.9854
H15 0.2856 5.5337 -2.6887
H16 -2.8018 -1.5304 2.1883
H17 2.6206 0.1777 -0.8486
H18 -1.2695 -3.5182 -2.4411
H19 5.7032 -2.6015 0.1856
H20 -0.3337 -2.4267 -1.4679
H21 5.0178 -0.3881 -0.6744
H22 -4.8127 -2.9426 2.0196
H23 1.1054 -1.5662 3.6930
H24 0.2283 -6.9873 0.8432



Entry 2:
This record from OMol25 describes a molecular structure, C35H24F3IrN4O7SSb in a non-equilibrium geometry. The level of theory is wB97M-V/def2-TZVPD.

Calculated values
ΔE to the lowest compared entry with this formula, charge and spin   31.22 kcal per mole
HOMO (alpha / beta)   -8.81 / -8.81 eV
Total charge   +1

Atoms and positions in Å:
Ir1 -0.2740 0.8051 -1.0608
Sb1 0.6899 -4.3317 -0.7524
S1 0.4785 -1.5085 0.0164
F1 -0.4128 -6.9211 -6.2197
F2 -3.2404 -6.0828 3.6114
F3 6.6270 -5.6132 0.1512
O1 -0.8557 -0.9658 0.3064
O2 0.3254 -2.4742 -1.2661
O3 1.0258 -2.4253 1.0012
O4 -0.2644 1.8050 1.3330
O5 -1.9011 5.2833 -6.8430
O6 0.2215 5.0308 -6.6780
O7 1.3948 -0.4213 -0.4035
N1 0.3593 2.9295 1.2333
N2 0.4837 1.7487 -2.6334
N3 -1.8732 1.7353 -1.7319
N4 -0.9143 4.8481 -6.2925
C1 -0.0228 3.2663 -4.4846
C2 1.2387 -5.1126 -3.5961
C3 -3.0968 1.7102 -1.1939
C4 -2.9054 -5.1402 1.5010
C5 2.1922 2.4326 -4.1319
C6 3.5983 -3.6853 -0.0085
C7 -4.1703 2.4047 -1.7449
C8 1.3227 3.1989 -4.8785
C9 4.4703 -6.3167 -0.4078
C10 -2.3918 -5.7046 2.6549
C11 1.7163 5.3309 0.9884
C12 -0.1842 -6.3648 -5.0293
C13 2.7043 -4.6818 -0.3909
C14 1.0055 -5.6854 -4.8335
C15 -0.1580 -5.4875 1.8720
C16 -1.6968 2.5008 -2.8431
C17 1.6338 3.0370 1.6728
C18 -0.6552 -4.9340 0.6954
C19 -2.3793 3.9798 -4.6146
C20 -1.1180 4.0013 -5.0912
C21 0.2855 -5.2231 -2.5844
C22 -0.2471 3.9984 0.6670
C23 2.3235 4.2238 1.5611
C24 -2.7208 3.2236 -3.4501
C25 -0.3822 2.5176 -3.3504
C26 4.9340 -4.0028 0.1676
C27 5.3407 -5.3106 -0.0287
C28 -1.1434 -6.4973 -4.0413
C29 3.1387 -5.9904 -0.5990
C30 -2.0227 -4.7512 0.5083
C31 0.4112 5.2015 0.5389
C32 -0.9008 -5.9191 -2.8071
C33 -3.9970 3.1661 -2.8814
C34 -1.0358 -5.8856 2.8642
C35 1.7605 1.7284 -3.0187
H1 -0.6892 -6.3186 3.7919
H2 -3.9730 -5.0068 1.3985
H3 2.2442 6.2692 0.8989
H4 -0.1119 6.0330 0.0881
H5 -2.4081 -4.2836 -0.3900
H6 3.2348 2.3745 -4.4112
H7 5.6581 -3.2559 0.4614
H8 2.0279 2.1296 2.1025
H9 3.3380 4.2690 1.9308
H10 2.1686 -4.5818 -3.4270
H11 1.7231 -5.6167 -5.6389
H12 -3.2040 1.1135 -0.2980
H13 2.4247 1.1202 -2.4210
H14 4.8382 -7.3227 -0.5522
H15 -1.6372 -6.0295 -2.0209
H16 0.9087 -5.5972 2.0284
H17 -1.2624 3.8156 0.3520
H18 2.4506 -6.7657 -0.9190
H19 1.6741 3.7384 -5.7385
H20 -2.0516 -7.0465 -4.2457
H21 -4.8190 3.7119 -3.3252
H22 -5.1353 2.3354 -1.2637
H23 -3.1396 4.5525 -5.1261
H24 3.2630 -2.6728 0.1653



Entry 3:
This record from OMol25 describes a molecular structure, C35H25AuGeN3O2 in a non-equilibrium geometry. The level of theory is wB97M-V/def2-TZVPD.

Calculated values
HOMO (alpha / beta)   -4.25 / -4.18 eV
Total charge   -1

Atoms and positions in Å:
Au1 -0.1207 0.0945 0.1838
Ge1 0.5006 -0.2504 3.3364
O1 2.7894 -6.4724 -0.4599
O2 0.6240 -6.9510 -1.0050
N1 -1.8037 -1.0014 -0.9040
N2 0.6644 -2.0090 -0.7013
N3 2.5140 -0.0698 -0.3321
C1 -1.4296 -0.2982 3.7897
C2 2.9823 -3.6504 2.7364
C3 -3.0144 -0.4491 -1.0430
C4 0.2517 -3.1799 2.8518
C5 3.8170 1.2996 5.3969
C6 -0.0398 -4.2662 -0.8782
C7 0.5268 0.9645 1.8131
C8 1.2684 -4.6973 -0.7548
C9 1.6276 0.4212 4.8034
C10 -4.0255 -2.5564 -1.4372
C11 2.9099 0.8524 4.4424
C12 -2.3124 -0.8711 2.8635
C13 2.0980 -4.6966 2.5035
C14 4.2056 -1.6412 0.2434
C15 3.4485 1.3434 6.7380
C16 -2.7796 -3.1329 -1.2902
C17 -1.9898 0.3674 4.8850
C18 4.5759 0.6914 0.6083
C19 1.5983 -6.2091 -0.7425
C20 1.9316 -2.4019 -0.5619
C21 2.9350 -1.3308 -0.2362
C22 1.2794 0.4657 6.1553
C23 -1.6730 -2.3303 -1.0240
C24 -4.2230 -0.1774 4.1604
C25 -3.3700 0.4283 5.0712
C26 0.7306 -4.4576 2.5712
C27 2.1762 0.9309 7.1138
C28 -4.1525 -1.1838 -1.3122
C29 -0.3009 -2.9051 -0.8711
C30 2.2668 -3.7503 -0.6208
C31 2.5022 -2.3712 3.0033
C32 3.3051 0.9162 0.0957
C33 -3.6904 -0.8246 3.0491
C34 5.0333 -0.6154 0.6657
C35 1.1289 -2.1065 3.0546
H1 3.2846 -4.1107 -0.5414
H2 2.4690 -5.6846 2.2544
H3 -2.6575 -4.2029 -1.3895
H4 -5.2973 -0.1373 4.3077
H5 5.1843 1.5190 0.9529
H6 3.2105 -1.5653 3.1779
H7 -3.0550 0.6263 -0.9210
H8 2.8900 1.9157 0.0278
H9 -5.1087 -0.6915 -1.4200
H10 -1.3426 0.8623 5.6012
H11 3.1957 0.8499 3.3917
H12 6.0217 -0.8360 1.0572
H13 -4.8913 -3.1718 -1.6539
H14 0.3000 0.1244 6.4751
H15 1.8836 0.9655 8.1573
H16 -4.3468 -1.2822 2.3164
H17 4.5350 -2.6718 0.2957
H18 -1.9167 -1.3435 1.9722
H19 0.0332 -5.2696 2.3938
H20 4.8101 1.6162 5.0968
H21 4.1506 1.6959 7.4853
H22 -3.7777 0.9605 5.9238
H23 -0.8176 -3.0288 2.9281
H24 4.0515 -3.8314 2.6951
H25 -0.8075 -5.0256 -0.9619



Entry 4:
This record from OMol25 describes a molecular structure, C35H25BaBrF5N6O3Te. The level of theory is wB97M-V/def2-TZVPD.

Calculated values
ΔE to the lowest compared entry with this formula, charge and spin   14.85 kcal per mole
HOMO   -4.87 eV
Total charge   -1

Atoms and positions in Å:
Ba1 -1.2212 0.3902 0.2845
Te1 1.1044 -3.6575 -0.5099
Br1 0.6611 3.3151 -2.0189
F1 -4.8059 6.3329 3.4294
F2 -3.5170 4.0235 -0.4765
F3 -0.9867 3.5715 3.5062
F4 -2.6800 5.2367 4.7545
F5 -5.1851 5.7063 0.7937
O1 -1.4183 2.8460 0.8802
O2 -2.5598 -0.7028 -1.6538
O3 -4.5458 -0.1640 -2.5859
N1 -3.1500 0.6877 2.3986
N2 -0.6174 -0.3101 2.9948
N3 0.5681 -0.8592 3.3771
N4 3.2122 -1.5469 0.3891
N5 0.9814 -1.0323 1.0615
N6 -1.5744 1.7456 -2.2913
C1 1.3059 -1.2325 2.3338
C2 -3.3007 1.5163 4.6316
C3 -1.3301 0.1988 3.9245
C4 -1.7871 3.8667 -3.3720
C5 2.4136 -2.3964 -4.4866
C6 -4.1456 5.1762 1.4616
C7 0.2433 -2.0894 -3.3042
C8 2.5940 -1.8851 2.6663
C9 4.2289 -3.6430 -3.5846
C10 -3.9584 5.4982 2.7943
C11 2.1932 -3.4094 -2.3117
C12 -2.8136 1.4272 -2.6852
C13 -1.1016 2.9235 -2.6275
C14 -3.2805 4.3142 0.8194
C15 4.7978 -2.5628 1.9272
C16 2.9036 -2.3322 3.9463
C17 3.4934 -3.9173 -2.4316
C18 3.7080 -2.8828 -4.6189
C19 -5.0425 1.9904 3.0710
C20 -4.5122 2.1184 4.3461
C21 -2.8756 4.9472 3.4560
C22 1.8246 -1.5474 0.0729
C23 -2.1766 3.7046 1.4549
C24 -2.6345 0.8103 3.6308
C25 -4.3210 1.2628 2.1382
C26 -2.0111 4.0920 2.8041
C27 3.5476 -2.0089 1.6496
C28 -3.3749 0.0430 -2.2752
C29 1.6431 -2.6440 -3.3556
C30 4.1263 -4.7720 -1.3627
C31 -3.0740 3.5334 -3.7690
C32 5.0855 -2.9995 3.2070
C33 -3.5990 2.3007 -3.4208
C34 4.5121 -2.5905 -5.8572
C35 4.1391 -2.8921 4.2218
H1 5.2356 -4.0396 -3.6719
H2 3.5706 -5.7014 -1.2268
H3 6.0557 -3.4342 3.4149
H4 -5.0314 2.6906 5.1047
H5 -3.6611 4.2418 -4.3402
H6 5.5008 -3.0456 -5.8016
H7 -4.6995 1.1403 1.1286
H8 -0.4908 -2.8690 -3.1019
H9 4.1248 -4.2790 -0.3890
H10 5.1540 -5.0196 -1.6312
H11 4.6421 -1.5155 -5.9957
H12 5.5325 -2.6485 1.1345
H13 2.1525 -2.2182 4.7155
H14 0.1133 -1.3521 -2.5100
H15 -5.9797 2.4527 2.7951
H16 -2.8477 1.6077 5.6100
H17 -4.5976 1.9878 -3.6863
H18 4.3691 -3.2401 5.2203
H19 -0.0092 -1.6042 -4.2466
H20 3.8167 -1.8361 -0.3665
H21 -0.9813 0.2043 4.9573
H22 1.6820 -1.0627 -0.8921
H23 -1.3363 4.8179 -3.6113
H24 1.9858 -1.8038 -5.2891
H25 4.0126 -2.9748 -6.7486



Entry 5:
This record from OMol25 describes a molecular structure, C35H25IrN8OSi in a non-equilibrium geometry. The level of theory is wB97M-V/def2-TZVPD.

Calculated values
HOMO (alpha / beta)   -10.66 / -10.45 eV
⟨S²⟩   0.7683
2S+1   2
Total charge   +1

Atoms and positions in Å:
Ir1 -0.0055 -0.7125 0.3515
Si1 -0.7450 1.5834 -3.4479
O1 -1.3088 0.8858 -2.0642
N1 1.0401 0.7671 -0.3617
N2 1.6332 -1.7553 0.6048
N3 0.7853 -3.5351 1.9065
N4 -1.0087 -2.0205 1.4097
N5 -3.0824 -0.8012 1.5638
N6 -1.5956 0.3494 0.1604
N7 3.2113 -0.2526 -0.3384
N8 -0.6747 2.4251 -0.4555
C1 -3.0833 1.8648 -0.8045
C2 -5.8218 2.0652 -0.5514
C3 4.8978 -2.9239 -0.5533
C4 -2.8249 0.1009 0.6558
C5 3.4760 -4.9055 0.8961
C6 -2.8498 -2.9126 5.5170
C7 2.8479 2.1596 -0.0908
C8 -2.1115 1.3526 -4.7695
C9 -0.2306 3.4152 -3.3138
C10 0.7403 0.4959 -3.9635
C11 -3.1646 -2.2321 4.3563
C12 -3.7451 2.8031 -1.5627
C13 -1.6288 1.4383 -0.8230
C14 0.5573 2.0703 -0.2949
C15 5.4179 -4.1965 -0.3757
C16 4.1427 4.0507 0.5388
C17 4.7185 -5.1679 0.3391
C18 -5.1619 1.1083 0.2023
C19 -5.1274 2.8957 -1.4248
C20 1.6870 -3.0356 1.1088
C21 -2.1984 -1.6707 2.0307
C22 -2.2954 -2.3613 3.2762
C23 -3.7851 1.0159 0.0652
C24 1.6736 2.9536 -0.0293
C25 3.6565 -2.6487 -0.0024
C26 -0.8608 -3.8997 4.5369
C27 -0.3772 -2.9659 2.1910
C28 2.4294 0.8087 -0.2956
C29 2.9394 -3.6400 0.7136
C30 4.0949 2.7152 0.1896
C31 1.7362 4.2860 0.3416
C32 2.8452 -1.4585 -0.0021
C33 2.9823 4.8272 0.6170
C34 -1.7209 -3.7389 5.6051
C35 -1.1414 -3.1887 3.3738
H1 -2.2756 0.3015 -4.9815
H2 -5.6903 0.4392 0.8636
H3 -4.0352 -1.5988 4.2869
H4 -0.8657 3.9758 -2.6343
H5 5.4235 -2.1636 -1.1063
H6 -1.7930 1.8316 -5.6882
H7 -3.0553 1.7909 -4.4607
H8 5.0931 4.5012 0.7759
H9 0.8326 4.8655 0.4405
H10 -0.2697 3.9080 -4.2812
H11 0.7875 3.5145 -2.9456
H12 -6.8932 2.1592 -0.4714
H13 -1.5184 -4.2483 6.5337
H14 0.0272 -4.5089 4.6015
H15 3.0615 5.8661 0.9024
H16 -3.4793 -2.7980 6.3856
H17 0.4831 -0.5581 -3.9416
H18 6.3823 -4.4402 -0.7960
H19 -5.6699 3.6158 -2.0209
H20 1.5911 0.6537 -3.3079
H21 1.0389 0.7503 -4.9735
H22 4.9832 2.1033 0.1566
H23 5.1514 -6.1497 0.4470
H24 -3.2117 3.4427 -2.2485
H25 2.9389 -5.6676 1.4375



Entry 6:
This record from OMol25 describes a molecular structure, C35H25N5O2S3Tc in a non-equilibrium geometry. The level of theory is wB97M-V/def2-TZVPD.

Calculated values
HOMO (alpha / beta)   -13.74 / -13.73 eV
⟨S²⟩   3.8658
2S+1   4
Total charge   +2

Atoms and positions in Å:
Tc1 -0.3621 0.2155 -0.5315
S1 1.4614 2.9895 0.8023
S2 -1.0116 1.9065 -2.3082
S3 -2.5524 -2.3312 -0.4893
O1 0.9466 3.1097 2.1224
O2 2.7539 2.4326 0.5623
N1 8.3309 -1.6885 4.5299
N2 0.3295 2.1231 -0.1526
N3 1.4035 -0.4136 -1.0658
N4 -0.0268 -0.4505 1.3356
N5 -1.3341 -1.4477 -1.1679
C1 1.2322 4.4501 -0.1652
C2 1.8406 -0.4456 -2.3599
C3 -0.0665 2.8118 -1.2076
C4 7.3409 -1.5333 3.9654
C5 0.0587 5.1851 -2.1422
C6 -0.9227 -0.4475 2.3540
C7 0.6043 6.4457 -1.9377
C8 1.0725 -0.7261 3.2999
C9 1.2452 -0.6348 1.9073
C10 -3.7441 -1.0944 0.0028
C11 -4.9963 -1.5645 0.3747
C12 -4.1719 -5.0963 -2.8560
C13 3.7039 -0.9610 1.9033
C14 -4.5972 -4.3538 -3.9483
C15 -5.6715 0.7064 0.8183
C16 6.0963 -1.3366 3.2569
C17 3.1815 -0.7644 -2.3853
C18 5.0806 -2.2843 3.3664
C19 1.7769 5.6917 0.0551
C20 5.9165 -0.2031 2.4694
C21 1.4483 6.6929 -0.8581
C22 -3.4482 0.2549 0.0645
C23 -0.2828 -0.6252 3.5733
C24 -3.5319 -4.4666 -1.7966
C25 4.7276 -0.0202 1.7857
C26 -5.9604 -0.6539 0.7775
C27 0.3863 4.1888 -1.2415
C28 -4.4092 1.1656 0.4713
C29 -4.3935 -2.9742 -4.0010
C30 3.5907 -0.9106 -1.0560
C31 2.4936 -0.6775 -0.2255
C32 -3.7669 -2.3274 -2.9532
C33 -3.3476 -3.0948 -1.8691
C34 3.8845 -2.0902 2.7005
C35 2.4305 -0.7551 1.1739
H1 1.8685 -0.8437 4.0197
H2 -3.6088 -1.2542 -2.9718
H3 -2.4652 0.6391 -0.1868
H4 6.7084 0.5305 2.3970
H5 3.7841 -0.8836 -3.2731
H6 -5.2267 -2.6246 0.3302
H7 3.0997 -2.8346 2.7740
H8 2.4327 5.8872 0.8939
H9 -4.7305 -2.4047 -4.8584
H10 -1.9784 -0.2937 2.1807
H11 5.2347 -3.1668 3.9723
H12 4.5752 0.8667 1.1804
H13 -5.0943 -4.8520 -4.7718
H14 -3.1837 -5.0352 -0.9407
H15 1.1720 -0.2545 -3.1881
H16 1.8609 7.6844 -0.7201
H17 -6.4307 1.4128 1.1307
H18 -0.9018 -2.0151 -1.8920
H19 -4.3281 -6.1660 -2.8273
H20 -4.1734 2.2216 0.5149
H21 4.5789 -1.1805 -0.7129
H22 -0.5985 4.9867 -2.9809
H23 0.3680 7.2478 -2.6237
H24 -0.7598 -0.6551 4.5410
H25 -6.9435 -1.0094 1.0585